Molecular formula: C12H40CsN8O12S
Method: DFT, ωB97M-V with the def2-TZVPD basis set

Summary:
HOMO-LUMO gap (eV): 7.99
Net charge: -1
LUMO energy (eV): 1.1
ΔE to the lowest compared entry with this formula, charge and spin (kcal per mole): 9.1

Geometry as XYZ:
```
74
Properties=species:S:1:pos:R:3:mulliken_charge:R:1
Cs -2.459 2.082 -2.306 1.1391
S -0.071 0.444 -0.144 -0.1309
O 1.221 -0.197 0.033 -0.9385
O 0.078 1.915 -0.250 -0.7651
O -0.676 -0.039 -1.377 -1.0627
O -0.994 0.101 0.979 0.7361
C -1.368 4.760 1.215 0.4592
O -2.122 5.633 1.638 -0.7284
N -0.995 3.654 1.903 -0.0705
N -0.915 4.750 -0.045 -0.1302
H -1.180 3.513 2.880 0.1664
H -0.564 2.923 1.366 0.0700
H -1.123 5.527 -0.646 0.1862
H -0.320 4.001 -0.348 0.1048
C 3.274 2.402 1.421 0.3674
O 4.120 2.670 2.278 -0.7512
N 2.000 2.858 1.417 0.1816
N 3.525 1.565 0.388 -0.0592
H 1.387 2.646 0.625 -0.1141
H 1.696 3.505 2.123 0.2092
H 4.483 1.358 0.176 0.2374
H 2.733 1.014 0.099 0.0704
C -0.080 0.355 4.247 0.4983
O 0.031 0.136 5.457 -0.7709
N -1.276 0.442 3.631 -0.1274
N 0.988 0.332 3.440 -0.0045
H -1.322 0.585 2.616 -0.0140
H -2.131 0.284 4.132 0.1846
H 1.930 0.228 3.767 0.1689
H 0.832 0.464 2.459 -0.0833
C -4.458 -0.271 -0.085 0.3644
O -5.672 -0.122 -0.214 -0.7573
N -3.661 -0.777 -1.022 -0.0247
N -3.781 0.055 1.020 -0.0290
H -4.014 -1.206 -1.860 0.2460
H -2.677 -0.911 -0.834 -0.1842
H -2.773 -0.014 1.034 -0.0049
H -4.302 0.423 1.796 0.1839
C -0.189 -3.663 -1.293 -0.7323
C -1.463 -3.273 -2.051 -0.0464
O -1.206 -2.116 -2.856 -0.6572
H 0.198 -2.809 -0.739 0.0446
H 0.530 -4.037 -2.023 0.2914
H -0.412 -4.443 -0.563 0.3633
H -2.144 -2.981 -1.244 -0.0555
H -1.860 -4.130 -2.592 0.4341
H -0.962 -1.409 -2.222 0.4196
C -2.062 -4.454 2.315 -1.2758
C -2.060 -2.920 2.513 -0.0307
O -1.043 -2.445 1.655 -0.3508
H -1.109 -4.881 2.626 0.2907
H -2.350 -4.626 1.281 0.2193
H -2.753 -4.858 3.060 0.4396
H -1.899 -2.705 3.572 0.2648
H -3.029 -2.532 2.187 0.2293
H -1.153 -1.495 1.456 0.1819
C 4.337 -2.259 -2.637 -1.5507
C 3.099 -1.763 -1.968 1.1950
O 3.460 -1.452 -0.629 -0.6337
H 4.131 -2.592 -3.657 0.3706
H 4.758 -3.120 -2.114 0.3330
H 5.166 -1.550 -2.610 0.3656
H 2.347 -2.557 -1.970 -0.2753
H 2.650 -0.856 -2.383 -0.2278
H 2.694 -0.950 -0.296 0.5876
C 1.339 1.648 -3.995 -0.8229
C 1.867 2.706 -3.035 -0.0455
O 0.690 3.173 -2.395 -0.5346
H 0.820 0.796 -3.549 0.0432
H 2.126 1.062 -4.488 0.3784
H 0.734 2.040 -4.815 0.3209
H 2.280 3.557 -3.576 0.3650
H 2.554 2.202 -2.353 0.1092
H 0.551 2.601 -1.623 0.1692
```

***

Molecular formula: C12H40FeN2O13
Method: DFT, ωB97M-V with the def2-TZVPD basis set

Summary:
Expectation value of S²: 6.0147
HOMO-LUMO gap (alpha / beta) (eV): 7.80 / 7.72
LUMO energy (alpha / beta) (eV): -1.1 / -1.1
Spin multiplicity: 5

Geometry as XYZ:
```
68
Properties=species:S:1:pos:R:3:lowdin_spin:R:1
Fe 1.026 2.842 2.012 3.6937
C 2.295 3.801 -1.314 0.0024
C 1.001 4.413 -0.750 0.0136
O 0.969 4.356 0.639 0.1428
H 3.072 4.450 -0.906 0.0000
H 2.333 3.706 -2.398 0.0001
H 2.438 2.795 -0.911 -0.0002
H 0.165 3.858 -1.199 0.0024
H 0.937 5.423 -1.166 0.0028
C 0.504 0.345 -0.059 0.0093
O 0.292 1.132 1.049 0.0881
H 0.418 0.832 -1.041 0.0015
H 1.441 -0.231 -0.034 0.0013
H -0.298 -0.409 -0.151 0.0020
C 0.741 -2.969 2.726 0.0000
C -0.081 -3.701 3.769 0.0000
O 0.777 -4.582 4.521 0.0000
O 0.882 -3.971 1.702 0.0000
H 1.773 -2.786 3.048 0.0000
H 0.384 -2.065 2.226 0.0000
H -0.760 -4.336 3.199 0.0000
H -0.667 -3.015 4.383 0.0000
H 0.202 -5.338 4.673 0.0000
H 1.468 -3.675 1.001 0.0000
C -1.860 -2.431 -2.133 0.0001
C -1.716 -3.364 -0.975 0.0001
O -2.954 -4.056 -0.800 0.0000
O -2.822 -1.457 -1.823 0.0001
H -2.176 -3.008 -3.010 0.0000
H -0.890 -1.999 -2.387 0.0000
H -1.419 -2.838 -0.063 0.0001
H -0.930 -4.100 -1.171 0.0000
H -2.984 -4.515 0.044 0.0000
H -3.529 -1.871 -1.316 0.0000
C -2.975 -0.622 2.194 0.0000
C -3.999 -1.134 3.171 0.0000
O -3.587 -2.400 3.736 0.0000
O -1.751 -0.209 2.784 -0.0005
H -3.414 0.262 1.707 0.0000
H -2.761 -1.259 1.331 0.0000
H -4.881 -1.327 2.565 0.0000
H -4.182 -0.383 3.939 0.0000
H -2.831 -2.249 4.312 0.0000
H -1.017 -0.039 2.171 -0.0006
C 0.602 2.289 -4.529 0.0000
C 1.712 2.044 -5.553 0.0000
O 2.425 0.856 -5.233 0.0000
O -0.386 1.272 -4.661 0.0000
H 0.134 3.256 -4.741 0.0000
H 1.121 2.259 -3.568 0.0001
H 2.454 2.843 -5.499 0.0000
H 1.373 1.986 -6.591 0.0000
H 1.820 0.114 -5.331 0.0000
H -0.961 1.499 -3.901 0.0000
C 3.862 1.385 2.021 0.0070
O 3.065 2.313 1.788 0.0302
N 4.688 1.435 3.071 0.0028
N 3.889 0.222 1.328 0.0017
H 4.543 2.153 3.761 0.0001
H 5.525 0.892 3.176 0.0001
H 4.533 -0.479 1.639 0.0001
H 3.289 0.150 0.523 0.0001
O -2.149 2.589 -0.159 -0.0008
H -1.608 2.014 0.406 -0.0004
H -1.636 3.405 -0.231 -0.0003
O -2.321 1.363 -2.701 0.0001
H -2.406 0.435 -2.456 0.0000
H -2.204 1.828 -1.850 0.0000
```

***

Molecular formula: C12H40N12O8
Method: DFT, ωB97M-V with the def2-TZVPD basis set

Summary:
HOMO-LUMO gap (eV): 7.44
LUMO energy (eV): 0.1
ΔE to the lowest compared entry with this formula, charge and spin (kcal per mole): 521.3

Geometry as XYZ:
```
72
Properties=species:S:1:pos:R:3:mulliken_charge:R:1
C 0.312 3.521 1.328 0.0764
O 1.342 4.086 1.601 -0.7913
N -0.093 3.313 0.104 -0.3786
N -0.587 3.076 2.171 -0.0828
H 0.463 3.805 -0.580 0.1064
H -0.823 2.697 -0.226 0.5794
H -0.435 3.259 3.152 0.2235
H -1.336 2.489 1.834 0.3168
C -0.683 -3.252 1.108 0.6519
O 0.117 -2.452 0.688 -0.9032
N -1.769 -3.006 1.931 -0.4164
N -0.766 -4.432 0.707 -0.3671
H -1.745 -2.068 2.306 0.3335
H -2.276 -3.772 2.350 0.2140
H 0.123 -4.907 0.654 0.2802
H -1.621 -4.964 0.793 0.2119
C -0.377 2.079 -2.506 0.4286
O -0.724 1.460 -1.568 0.8630
N 0.387 3.106 -2.544 -0.3430
N -0.982 2.087 -3.635 -0.3217
H 1.012 3.341 -1.787 0.1753
H 0.343 3.749 -3.321 0.1516
H -1.737 1.431 -3.773 0.2849
H -0.759 2.747 -4.367 0.1588
C -3.385 1.800 -0.805 0.1292
O -4.599 1.576 -0.727 -0.7953
N -2.868 2.898 -1.277 -0.1448
N -2.470 0.862 -0.817 -0.1468
H -1.901 2.901 -1.567 0.0350
H -3.579 3.420 -1.768 0.3028
H -1.548 1.137 -1.125 -0.5958
H -2.726 -0.081 -0.561 0.0742
C 2.391 1.210 -2.381 0.5900
O 1.725 1.025 -3.364 -0.6935
N 3.357 2.002 -2.319 -0.3894
N 2.242 0.664 -1.252 0.2153
H 3.589 2.610 -3.091 0.2845
H 3.727 2.168 -1.394 0.1244
H 1.396 0.135 -1.090 -0.6741
H 2.764 1.026 -0.467 0.3013
C -0.589 0.156 1.033 -1.3015
O -0.723 1.343 1.367 -0.5463
N -0.426 -0.882 1.855 -0.6200
N -0.367 -0.251 -0.196 0.5460
H 0.021 -1.709 1.485 0.5238
H -0.551 -0.621 2.822 0.8836
H -0.211 0.553 -0.787 0.5466
H -0.403 -1.227 -0.453 0.1699
C 0.210 -2.646 -1.325 -1.8762
C 0.710 -2.100 -2.687 1.0975
C 2.292 -2.127 -2.830 -1.4593
O 0.428 -3.094 -3.641 -0.6327
H -0.844 -2.921 -1.293 0.4072
H 0.513 -1.966 -0.530 0.0618
H 0.560 -3.644 -1.062 0.8255
H 0.263 -1.143 -2.957 -0.1319
H 2.616 -1.445 -3.617 0.3033
H 2.847 -3.056 -2.955 0.3648
H 2.650 -1.742 -1.875 0.3110
H 0.584 -3.954 -3.244 0.4063
C 0.058 -2.149 3.949 -1.0887
C 0.246 -0.714 4.404 -0.0981
C 1.420 0.010 3.793 -0.8523
O -1.060 -0.205 4.060 -0.5124
H -0.945 -2.485 4.212 0.3051
H 0.803 -2.791 4.420 0.5505
H 0.141 -2.341 2.879 0.2160
H 0.271 -0.837 5.487 0.5163
H 1.485 -0.114 2.712 -0.0787
H 2.435 -0.281 4.063 0.4021
H 1.335 1.093 3.883 0.3491
H -1.269 0.548 4.618 0.3429
```